# 1
DFT (ωB97M-V/def2-TZVPD) results for a cluster of 3 separate species, C4H12NO2 in total at a distorted geometry.

Bonds (Å) are listed after each position.
Geometry (Å):
1 C -0.426 1.106 -0.974  C2 1.489, H6 1.112, H7 1.060, H8 1.107
2 C -0.232 0.258 0.235  C1 1.489, C3 1.335, H9 1.074
3 C 0.933 -0.197 0.703  C2 1.335, N4 1.456, H10 1.100
4 N 0.991 -1.048 1.882  C3 1.456, C5 1.278, H11 1.042
5 C 0.627 -2.273 1.845  N4 1.278, H12 1.106, H13 1.078
6 H -1.242 1.850 -0.843  C1 1.112
7 H 0.466 1.448 -1.431  C1 1.060
8 H -0.787 0.432 -1.774  C1 1.107
9 H -1.138 -0.093 0.694  C2 1.074
10 H 1.896 0.117 0.273  C3 1.100
11 H 1.068 -0.626 2.832  N4 1.042
12 H 0.722 -2.813 2.806  C5 1.106
13 H 0.517 -2.778 0.900  C5 1.078
14 H 2.814 1.115 4.013  O16 0.961
15 H 1.439 0.855 4.745  O16 0.962
16 O 1.912 0.801 3.909  H14 0.961, H15 0.962
17 H -3.595 1.213 -6.292  O19 0.972
18 H -3.100 -0.151 -6.755  O19 0.964
19 O -2.867 0.783 -6.770  H17 0.972, H18 0.964

## Properties
HOMO level: -13.206 eV
charge: +1
energy above the lowest of the compared OMol25 structures with the same formula, charge and spin: 2.502 eV
total energy: -9919.7284 eV

# 2
DFT (ωB97M-V/def2-TZVPD) results for an isolated molecule of C4H5IN2 at a distorted geometry.

Bonds (Å) are listed after each position.
Geometry (Å):
1 H 1.535 -1.513 1.777  N2 0.987
2 N 0.735 -1.137 1.339  H1 0.987, C3 1.230
3 C 0.974 -0.358 0.418  N2 1.230, I4 2.168, C5 1.429
4 I 2.994 -0.089 -0.322  C3 2.168
5 C -0.021 0.187 -0.449  C3 1.429, C6 1.503, C7 1.395, H9 1.139
6 C -1.414 -0.086 0.044  C5 1.503, H10 1.159, H11 1.179, H12 1.092
7 C 0.123 1.501 -0.894  C5 1.395, N8 1.138
8 N 0.256 2.583 -1.222  C7 1.138
9 H 0.206 -0.464 -1.357  C5 1.139
10 H -1.321 -0.058 1.200  C6 1.159
11 H -2.287 0.540 -0.442  C6 1.179
12 H -1.780 -1.106 -0.093  C6 1.092

## Properties
HOMO level: -9.993 eV
structure (SMILES): [H]/N=C(\I)[C@@H](C)C#N
charge: 0
energy above the lowest of the compared OMol25 structures with the same formula, charge and spin: 1.166 eV
total energy: -15308.3788 eV